Entry 1:
{
  "formula": "C3H7N5O",
  "method": "the ωB97M-V functional and the def2-TZVPD basis",
  "elements": ["N", "N", "C", "N", "N", "C", "C", "O", "N", "H", "H", "H", "H", "H", "H", "H"],
  "xyz": [[2.1200, 1.9495, -0.2973], [2.1623, 0.5822, 0.1547], [1.0172, 0.0425, 0.1480], [0.8267, -1.2768, 0.4499], [-0.3518, -1.8947, 0.7035], [-1.4650, -1.2658, 0.4306], [-1.5011, 0.1753, 0.0614], [-2.5351, 0.4553, -0.8549], [-0.1818, 0.6048, -0.3999], [1.6899, 1.9473, -1.1999], [3.1143, 2.2466, -0.3718], [1.6576, -1.7579, 0.7413], [-2.3374, -1.8746, 0.7039], [-1.7597, 0.7734, 0.9517], [-2.3907, -0.0637, -1.6573], [-0.0271, 1.6192, -0.4444]],
  "mulliken_charge": [-0.532, -0.459, 0.402, 0.166, -0.737, -0.348, 0.300, -0.539, -0.357, 0.201, 0.280, 0.256, 0.388, 0.258, 0.354, 0.368],
  "relative_energy_kj_mol": 222.1,
  "orbital_gap_ev": 8.963,
  "spin_multiplicity": 1,
  "e_homo_ev": -8.2481,
  "smiles": "N/N=C1/NN=C[C@H](O)N1"
}

Entry 2:
{
  "formula": "C4H6N2O",
  "method": "the ωB97M-V functional and the def2-TZVPD basis",
  "elements": ["O", "C", "N", "C", "C", "C", "N", "H", "H", "H", "H", "H", "H"],
  "xyz": [[-2.0413, -1.1356, 1.2415], [-1.1090, -0.7557, 0.5820], [-1.0289, -0.6636, -0.8264], [-0.1091, 0.4337, -1.0962], [0.9369, -0.0884, -0.1469], [1.1399, 0.6101, 1.1552], [0.2130, -0.5083, 1.0365], [-1.7960, -0.8951, -1.4334], [-0.5585, 1.3977, -0.8141], [0.2755, 0.5007, -2.1170], [1.2745, -1.0094, -0.6414], [2.0178, 0.4177, 1.7726], [0.7466, 1.6222, 1.2906]],
  "mulliken_charge": [-0.561, 0.358, -0.285, -0.635, 0.055, -0.244, -0.242, 0.227, 0.246, 0.351, 0.303, 0.207, 0.221],
  "relative_energy_kj_mol": 249.4,
  "orbital_gap_ev": 10.357,
  "spin_multiplicity": 1,
  "e_homo_ev": -9.4741,
  "smiles": "O=C1NC[C@H]2CN12"
}

Entry 3:
{
  "formula": "Cl4HgO20S",
  "method": "the ωB97M-V functional and the def2-TZVPD basis",
  "elements": ["Hg", "S", "O", "O", "O", "O", "Cl", "O", "O", "O", "O", "Cl", "O", "O", "O", "O", "Cl", "O", "O", "O", "O", "Cl", "O", "O", "O", "O"],
  "xyz": [[2.6909, 25.4847, -15.8021], [5.3470, 23.2975, -16.0326], [6.5040, 24.2350, -15.7332], [5.3278, 22.8238, -17.3307], [5.0536, 22.2802, -15.0616], [4.1074, 23.9409, -16.0949], [5.5808, 27.3322, -13.8376], [5.5041, 28.0005, -12.4812], [5.6843, 28.2867, -15.0221], [6.7491, 26.6226, -13.4813], [4.3881, 26.6274, -14.2414], [0.6895, 24.1910, -18.5371], [0.7727, 25.4688, -17.7342], [-0.1670, 23.1814, -18.0814], [0.3128, 24.3948, -19.8038], [2.0683, 23.7588, -18.5300], [-0.0613, 28.3401, -14.4625], [-0.3448, 29.7807, -14.7788], [-1.1032, 27.4561, -14.1053], [0.8098, 27.7138, -15.3985], [0.6734, 28.2105, -13.1562], [4.4809, 26.7805, -18.9411], [3.6217, 26.4942, -20.0085], [5.3402, 27.9241, -19.1631], [3.8824, 26.8850, -17.6822], [5.2182, 25.5704, -19.0228]],
  "mulliken_charge": [2.103, 1.080, -0.397, -0.419, -0.645, -0.748, 1.515, -0.685, -0.633, -0.586, -0.648, 1.672, -0.645, -0.670, -0.637, -0.612, 1.560, -0.620, -0.622, -0.600, -0.716, 1.637, -0.658, -0.724, -0.589, -0.713],
  "orbital_gap_ev": [5.732, 4.802],
  "spin_multiplicity": 2,
  "e_homo_ev": [-1.0782, -1.0775],
  "s2": 0.76,
  "total_charge": -3
}

Entry 4:
{
  "formula": "H20NeO10",
  "method": "the ωB97M-V functional and the def2-TZVPD basis",
  "elements": ["Ne", "O", "H", "H", "O", "H", "H", "O", "H", "H", "O", "H", "H", "O", "H", "H", "O", "H", "H", "O", "H", "H", "O", "H", "H", "O", "H", "H", "O", "H", "H"],
  "xyz": [[17.1175, 0.7921, -5.1900], [16.2124, -3.8607, -5.9684], [16.7429, -3.0651, -6.0110], [15.7966, -3.8260, -5.1069], [17.3103, 3.8903, -8.5721], [16.6740, 3.3990, -8.0526], [17.4747, 4.6837, -8.0625], [14.4617, -0.1330, -4.8214], [13.9048, 0.6212, -4.6289], [14.6182, -0.5396, -3.9691], [19.6145, 0.2502, -6.2937], [19.0613, 0.3661, -7.0662], [19.6367, -0.6965, -6.1543], [17.2139, 4.4960, -3.4242], [17.4197, 5.3599, -3.7812], [16.9783, 3.9703, -4.1886], [15.4566, 3.4856, -6.4530], [14.6990, 2.9799, -6.1588], [15.1693, 4.3974, -6.4061], [17.9898, 0.4949, -8.5641], [17.5954, 1.1055, -9.1868], [17.4893, -0.3140, -8.6714], [14.7103, 0.5659, -7.8227], [14.5053, 0.0319, -7.0552], [15.2582, 1.2736, -7.4833], [20.6202, 1.5594, -4.0672], [20.1412, 1.1648, -4.7959], [21.3352, 2.0413, -4.4829], [16.1548, 1.7145, -1.3240], [15.5210, 2.4030, -1.5251], [15.7796, 0.9228, -1.7095]],
  "mulliken_charge": [0.031, -0.617, 0.302, 0.312, -0.641, 0.383, 0.282, -0.579, 0.294, 0.262, -0.676, 0.384, 0.275, -0.600, 0.295, 0.321, -0.595, 0.276, 0.291, -0.670, 0.293, 0.308, -0.590, 0.330, 0.260, -0.637, 0.401, 0.305, -0.595, 0.307, 0.288],
  "relative_energy_kj_mol": 121.8,
  "orbital_gap_ev": 9.801,
  "spin_multiplicity": 1,
  "e_homo_ev": -10.3233
}

Entry 5:
{
  "formula": "C8H24N5O4S",
  "method": "the ωB97M-V functional and the def2-TZVPD basis",
  "elements": ["O", "S", "O", "O", "O", "H", "C", "H", "C", "N", "N", "C", "C", "N", "H", "H", "C", "C", "N", "C", "C", "N", "H", "H", "H", "H", "H", "H", "H", "H", "H", "H", "H", "H", "H", "H", "H", "H", "H", "H", "H", "H"],
  "xyz": [[4.2524, 0.5846, 0.1930], [3.0572, -0.4573, 0.6361], [2.3026, 0.4834, 1.5387], [2.3094, -0.7540, -0.5773], [3.6483, -1.5752, 1.3264], [4.0086, 1.3332, 0.7837], [-0.0631, 0.6665, 3.6138], [-0.9040, 0.2140, 3.0800], [0.5993, -0.1659, 4.6573], [1.4321, -1.1426, 3.9704], [0.4092, 1.8281, 3.2848], [0.2134, 2.5988, 2.0362], [-0.7552, 1.9496, 1.0708], [-0.0496, 1.0802, 0.0733], [0.5915, 1.6546, -0.4875], [0.6150, 0.4231, 0.5476], [-1.0301, 0.4210, -0.8400], [-0.3629, -0.4457, -1.8924], [-1.3638, -0.8661, -2.8337], [-0.9394, -1.8077, -3.8326], [-2.0945, -2.1495, -4.7714], [-3.3079, -1.4374, -4.3904], [1.1461, 0.4539, 5.3911], [-0.2281, -0.6884, 5.1526], [2.0589, -1.6149, 4.6099], [1.9688, -0.7082, 3.2038], [1.1289, 2.2076, 3.8952], [-0.1806, 3.5831, 2.3187], [1.2058, 2.7556, 1.5838], [-1.5351, 1.3418, 1.5444], [-1.2560, 2.7400, 0.4942], [-1.6927, -0.1720, -0.1981], [-1.6104, 1.2355, -1.2963], [0.4110, 0.1266, -2.4388], [0.1755, -1.2751, -1.3861], [-2.2263, -1.1705, -2.3791], [-0.1360, -1.3370, -4.4132], [-0.5595, -2.7435, -3.3884], [-1.7900, -1.9131, -5.7995], [-2.3036, -3.2175, -4.6803], [-3.0960, -0.4421, -4.3376], [-4.0492, -1.5978, -5.0632]],
  "mulliken_charge": [-0.514, 1.164, -0.729, -0.608, -0.611, 0.338, -0.320, 0.236, -0.611, -0.536, -0.084, -0.608, -0.836, 0.142, 0.438, 0.144, -0.736, -0.722, -0.130, -0.541, -0.491, -0.591, 0.259, 0.334, 0.213, 0.230, 0.219, 0.373, 0.250, 0.472, 0.481, 0.390, 0.330, 0.310, 0.407, 0.313, 0.291, 0.298, 0.282, 0.323, 0.194, 0.238],
  "relative_energy_kj_mol": 13.2,
  "orbital_gap_ev": [5.473, 8.396],
  "spin_multiplicity": 2,
  "e_homo_ev": [-5.4143, -8.3820],
  "s2": 0.75
}

Entry 6:
{
  "formula": "C2H8N2S",
  "method": "the ωB97M-V functional and the def2-TZVPD basis",
  "elements": ["H", "N", "C", "N", "H", "H", "H", "C", "S", "H", "H", "H", "H"],
  "xyz": [[-0.2025, 2.5476, -0.3575], [-0.0319, 1.6369, 0.0429], [1.2150, 1.5369, 0.3365], [1.7273, 0.4362, 0.9514], [1.9454, 2.2818, 0.0102], [2.3190, 0.5798, 1.7520], [0.9912, -0.2407, 1.1339], [-1.4467, -1.9246, -0.8683], [-1.4064, -0.8474, 0.6084], [-1.0778, -1.3641, -1.7136], [-2.4569, -2.2652, -1.1148], [-0.8000, -2.7843, -0.7677], [-0.7757, 0.4072, -0.0135]],
  "mulliken_charge": [0.175, -0.475, 0.152, -0.416, 0.331, 0.245, 0.153, -0.688, -0.429, 0.256, 0.270, 0.238, 0.187],
  "relative_energy_kj_mol": 47.9,
  "orbital_gap_ev": 8.684,
  "spin_multiplicity": 1,
  "e_homo_ev": -7.9484,
  "smiles": "[H]/N=C/N.CS"
}